Record 1
A gas-phase ion, C4H11N2O (charge +1). Source: OMol25; level of theory: the ωB97M-V functional and the def2-TZVPD basis.

Geometry as XYZ:
```
18
Properties=species:S:1:pos:R:3:forces:R:3
O -2.30855 -0.90039 -0.41700 0.3 0.3 -0.3
N 0.74400 1.14557 -1.10066 -0.7 -1.1 2.2
N -0.42329 -0.09255 0.67020 2.6 -0.3 0.4
C -0.42131 1.13924 0.04991 -3.6 -0.1 -4.0
C 1.77050 0.37890 -0.27797 1.7 -0.2 -1.2
C 1.06642 -0.53730 0.67219 -4.2 0.3 -1.4
C -1.47753 -1.14577 0.67781 -0.8 3.6 0.5
H -1.35273 1.31472 -0.65197 1.3 -0.3 1.9
H 1.01572 -1.52668 0.31050 0.3 -1.3 -0.5
H -2.90108 -1.62886 -0.58471 -0.3 -0.4 0.0
H 1.44308 -0.56457 1.62660 1.1 0.3 2.2
H -0.94286 -2.01790 0.62870 1.0 -2.5 -0.1
H 2.43779 -0.28221 -0.90280 -0.5 1.3 0.3
H 0.36451 0.54047 -1.82643 0.2 0.4 -0.4
H -2.03719 -1.06130 1.63899 0.3 -0.2 -0.7
H 0.90335 2.13120 -1.40360 0.4 -1.2 0.2
H -0.22064 2.01791 0.59028 0.6 1.0 1.0
H 2.33982 1.08951 0.29996 0.3 0.4 -0.3
```
Forces are in eV/Å.

Calculated values
SMILES = OCN1CC[NH2+]C1
ΔE to the lowest compared entry with this formula, charge and spin = 3.0084 eV
LUMO energy = -3.2 eV
Multiplicity = 1
Frontier orbital gap = 10.2203 eV
Max |F| = 0.1047 hartree/bohr
E_tot = -9345.84843 eV
Net charge = +1


Record 2
2 unconnected molecules or ions with the total composition C3H5N3O. Source: OMol25; level of theory: the ωB97M-V functional and the def2-TZVPD basis.

Geometry as XYZ:
```
12
Properties=species:S:1:pos:R:3:forces:R:3
O -0.64268 1.29707 1.93760 -7.6 1.9 2.5
N -0.02624 -0.62667 -2.42677 1.7 1.8 2.9
N -0.92120 0.18053 -0.16804 0.6 2.0 -1.4
N 0.00138 -0.54481 -0.94084 0.9 -0.4 0.6
C 1.16044 -0.78241 -0.15049 -2.6 0.2 0.8
C 0.88282 -0.22406 1.13262 5.0 0.2 -2.0
C -0.26916 0.63737 0.90301 1.3 -5.4 -1.0
H 1.88337 -0.15581 1.87622 -3.5 0.0 -1.7
H 0.09163 0.35198 -2.77219 -0.6 -1.4 0.3
H -0.78595 -1.14310 -2.81445 -0.8 0.0 0.3
H -1.99118 1.23918 2.08559 5.8 0.3 -1.0
H 1.92142 -1.51745 -0.43723 -0.3 0.7 -0.2
```
Forces are in eV/Å.

Calculated values
ΔE to the lowest compared entry with this formula, charge and spin = 5.9758 eV
LUMO energy = -0.2 eV
Multiplicity = 1
Frontier orbital gap = 8.5057 eV
Max |F| = 0.1597 hartree/bohr
E_tot = -9704.60805 eV


Record 3
A molecular structure, C38H32CeN3P2. Source: OMol25; level of theory: the ωB97M-V functional and the def2-TZVPD basis.

Geometry as XYZ:
```
76
Properties=species:S:1:pos:R:3:forces:R:3
Ce -0.25099 -0.35281 -0.00463 0.2 2.2 3.0
P 0.51599 2.79500 -1.12126 0.6 0.7 -0.3
P -0.74006 -3.24348 0.87923 0.0 -0.3 -1.0
N 0.12187 0.61327 6.77175 0.8 -0.5 -2.2
N 1.11221 0.00398 4.57022 -0.2 -0.1 -1.5
N 0.30777 -0.00782 2.25909 0.2 0.1 0.9
C -3.26168 2.57777 -2.61438 -0.1 0.0 -0.1
C -3.32840 -3.93164 1.53131 0.3 -0.2 -0.1
C -4.10989 -6.20787 1.80193 0.3 0.3 -0.1
C 0.40744 -1.10836 -2.31951 1.6 -1.9 0.3
C 1.84537 4.95095 -2.25154 0.0 -0.1 0.0
C 3.67936 -4.02864 1.70997 -0.3 0.0 0.0
C -0.79900 -2.57110 -0.77478 1.8 -1.5 0.8
C 2.89246 -3.39032 2.67492 0.2 -0.1 0.0
C 0.54024 0.34329 5.70856 -1.0 0.6 2.5
C 3.18598 2.95678 -1.83652 -0.3 0.2 -0.2
C -0.76449 -0.36130 -2.52671 -1.6 1.7 -0.1
C 1.52247 -3.24883 2.47970 -0.3 0.3 -0.3
C -4.35922 -4.83043 1.80289 0.1 0.0 -0.1
C 4.16900 4.88331 -2.93615 -0.3 -0.2 0.2
C 2.95258 5.56976 -2.83452 0.0 -0.2 0.1
C -0.72997 3.33590 -3.52065 0.0 0.0 0.4
C 0.40175 -2.21495 -1.45547 0.4 -0.3 -2.1
C 1.50146 3.07469 1.45439 -0.1 -0.4 -0.4
C 1.39089 3.25972 2.82773 0.1 0.1 0.0
C -0.88024 3.51338 1.21803 0.0 -0.4 -0.2
C -2.03134 -4.41345 1.25748 -0.6 -0.3 0.4
C 0.62309 0.03507 3.40893 0.3 -0.1 0.4
C -1.96145 -0.71596 -1.87847 -0.1 -1.2 -1.1
C -1.79457 3.24579 -4.41590 -0.1 0.0 0.1
C 1.94881 3.63112 -1.77867 0.6 0.0 -0.3
C 0.14909 3.54040 3.40714 0.0 -0.2 -0.2
C -1.77586 -5.79629 1.28372 -0.1 0.2 -0.2
C -1.99499 -1.84367 -1.05625 -1.9 1.3 0.3
C 3.08393 -4.57416 0.56759 -0.1 0.0 0.1
C -3.06588 2.87284 -3.96769 0.3 0.1 0.2
C 1.71265 -4.43607 0.36511 0.0 0.2 0.0
C -0.91995 3.03011 -2.15447 -0.7 -0.1 -0.4
C -2.82025 -6.68601 1.54387 0.0 0.1 0.0
C -2.20193 2.63812 -1.71485 0.2 0.0 -0.1
C 0.93668 -3.70927 1.28647 0.3 -0.2 0.2
C 0.35392 3.16090 0.63116 -0.3 -0.1 0.6
C -0.98570 3.64618 2.59969 0.0 0.1 0.1
C 4.28400 3.58613 -2.42220 0.0 0.1 0.1
H 5.02705 5.35850 -3.41485 -0.3 -0.1 0.2
H 1.33497 -2.72987 -1.23264 -0.2 0.2 -0.2
H -0.75062 0.51486 -3.17044 0.0 -0.3 0.0
H 0.89384 5.48110 -2.17111 0.3 -0.1 -0.1
H 1.24504 -4.84903 -0.52983 0.2 0.1 0.2
H -2.91359 -2.11005 -0.53746 0.1 0.0 -0.4
H 1.34295 -0.78812 -2.77825 -0.2 -0.3 -0.1
H -4.92239 -6.90698 2.00110 0.2 0.2 0.0
H 0.82168 1.41221 -1.38371 0.2 0.5 0.4
H -1.08125 -2.08212 1.62565 -0.3 -0.1 0.5
H 5.23851 3.06036 -2.48314 -0.3 0.2 0.0
H -1.96382 3.83029 3.05473 0.4 0.1 -0.2
H 0.89845 -2.74325 3.21951 0.3 -0.1 -0.1
H 4.75852 -4.10654 1.84604 -0.3 0.0 0.0
H 3.27143 1.94171 -1.43991 0.1 0.2 -0.2
H -4.25279 2.29130 -2.25544 0.3 0.1 -0.1
H -5.36241 -4.45377 2.00552 0.3 -0.1 0.0
H -2.62706 -7.75912 1.53926 0.0 0.3 0.0
H 3.35250 -2.99427 3.58179 -0.2 -0.1 -0.3
H 2.85966 6.58558 -3.22041 0.0 -0.3 0.1
H 0.25524 3.64263 -3.87148 -0.3 -0.1 0.0
H 0.06958 3.67175 4.48837 0.0 -0.1 -0.3
H -2.38113 2.36866 -0.67090 0.0 0.0 -0.4
H 2.47188 2.83509 1.00704 -0.3 0.1 0.2
H 2.28061 3.17652 3.45940 -0.3 0.1 -0.3
H -1.75595 3.67607 0.58994 0.2 0.0 0.3
H -3.90143 2.81885 -4.66782 0.3 0.0 0.2
H -1.62731 3.47408 -5.46898 -0.1 0.0 0.3
H -3.51630 -2.85542 1.51890 0.0 -0.3 0.1
H 3.68736 -5.09421 -0.17729 -0.2 0.1 0.3
H -2.84894 -0.09963 -1.99735 0.1 -0.2 -0.1
H -0.76746 -6.15918 1.07746 -0.3 0.0 0.1
```
Forces are in eV/Å.

Calculated values
ΔE to the lowest compared entry with this formula, charge and spin = 0.5379 eV
LUMO energy (spin up / spin down) = -6.4 / -6.4 eV
Multiplicity = 2
Frontier orbital gap (spin up / spin down) = 5.6285 / 5.5469 eV
⟨S²⟩ = 0.766
Max |F| = 0.0725 hartree/bohr
E_tot = -75884.53740 eV
Net charge = +2